This record from the OMol25 dataset describes C16H22ClORe as an isolated structure in a non-equilibrium geometry. The level of theory is ωB97M-V/def2-TZVPD.

## Properties
**Relative energy (zero: lowest compared OMol25 entry of this formula, charge and spin)**: 14.0 kcal/mol
**LUMO energy (alpha / beta)**: 3.13 / 3.00 eV
**Net charge**: -1
**Expectation value of S²**: 3.781
**Energy**: -33642.836 eV
**2S+1**: 4

XYZ file:
```
41
C16H22ClORe | the OMol25 dataset | ωB97M-V/def2-TZVPD
Re -0.13820 -0.01241 1.43834
C 1.86069 0.11979 2.50040
C 2.51077 -0.56836 1.41029
C 2.46452 0.24887 0.26413
H 3.01664 -1.52570 1.50558
C 1.68908 1.40850 0.56454
C 1.40861 1.39269 1.99614
H 1.11779 2.23449 2.62260
H 1.89776 -0.13287 3.55295
H 2.99666 0.08072 -0.66960
H 1.51740 2.25695 -0.09579
C -2.15045 0.24785 2.06175
C -1.35647 1.39266 2.42691
C -0.94623 2.03675 1.20694
H -1.19211 1.75807 3.43016
C -1.45732 1.30017 0.11131
C -2.17927 0.16967 0.62780
H -2.73364 -0.54555 0.04025
H -2.65180 -0.41877 2.75460
H -0.42783 2.98869 1.12980
H -1.39207 1.59623 -0.93031
O 0.08639 -1.77249 0.46552
C -0.31449 -0.02138 -3.09328
C 0.31420 -1.21045 -2.54277
C 0.46997 1.21839 -3.22928
C -1.77670 -0.00110 -3.28017
C 0.46903 -2.09214 -0.84474
H 1.39770 -1.18583 -2.73675
H -0.07191 -2.09024 -3.08991
H -0.05029 -3.02714 -1.11111
H 1.56729 -2.23497 -0.88924
H 0.43577 1.61870 -4.25391
H 1.52268 1.08580 -2.94082
H 0.08327 1.99382 -2.54891
H -2.08799 -0.29336 -4.29186
H -2.18524 0.99988 -3.10207
H -2.29184 -0.66999 -2.58066
Cl 1.01395 -2.63595 3.21227
C -0.44606 -1.74360 2.80319
H -0.88263 -1.48130 3.78462
H -1.10765 -2.48512 2.32109
```

Results of the Löwdin charge analysis, in e, for atoms 1 through 2: atom 1 (Re): 1.36, atom 2 (C): -0.30

This record from the OMol25 dataset describes C4H7NO as an isolated structure. The level of theory is ωB97M-V/def2-TZVPD.

## Properties
**Relative energy (zero: lowest compared OMol25 entry of this formula, charge and spin)**: 139.5 kcal/mol
**LUMO energy**: 0.36 eV
**Energy**: -7793.596 eV

XYZ file:
```
13
C4H7NO | the OMol25 dataset | ωB97M-V/def2-TZVPD
C 1.66856 0.09399 -0.43071
N 1.24114 -0.36527 0.89326
C 0.43425 -0.70260 -0.26850
C -0.93220 -0.09814 -0.45162
C -1.99347 -0.24538 0.58040
O -0.97672 1.23432 0.13319
H 1.56304 1.15069 -0.66671
H 2.57109 -0.37767 -0.81238
H 0.80555 0.40959 1.39054
H 0.45449 -1.75888 -0.53785
H -1.24276 -0.08928 -1.50150
H -1.94622 1.44410 0.16429
H -1.48027 -0.53494 1.51357
```

Results of the Löwdin charge analysis, in e, for atoms 1 through 2: atom 1 (C): -0.13, atom 2 (N): 0.03